Entry 1:
Computed, not measured: a gas-phase ion, C29H54NO4 (charge +1), with ωB97M-V/def2-TZVPD.

## Properties
- gap between HOMO and LUMO (Eh) = 0.285
- relative energy (zero: lowest compared OMol25 entry of this formula, charge and spin) (kJ/mol) = 1720.3
- electronic energy (eV) = -40604.3067
- charge = +1

Atoms and positions in Å:
C (6.966, -2.619, 2.759)
C (8.331, -2.732, 1.853)
C (8.096, -2.419, 0.248)
C (6.691, -3.049, -0.347)
C (5.526, -1.880, -0.249)
C (4.196, -2.416, 0.554)
C (3.053, -1.201, 0.477)
C (1.941, -1.708, -0.662)
C (1.093, -0.412, -1.213)
C (1.851, 0.652, -2.204)
C (1.003, 1.989, -2.741)
O (1.791, 2.918, -3.599)
N (-0.476, 2.231, -2.372)
C (-1.107, 3.492, -2.935)
C (-0.923, 4.806, -1.918)
C (-0.345, 4.392, -0.438)
C (-0.257, 5.662, 0.627)
C (-0.427, 4.968, 2.140)
O (-1.849, 4.666, 2.377)
C (-2.066, 3.262, 2.760)
C (-3.644, 2.872, 2.474)
C (-1.247, 1.269, -1.444)
C (-2.810, 1.491, -0.990)
C (-3.906, 1.370, -2.203)
C (-5.084, 0.253, -1.969)
O (-4.607, 2.696, -2.258)
C (-0.498, -0.090, -0.820)
O (-1.137, -1.041, 0.104)
C (-2.149, -1.876, -0.560)
C (-3.062, -2.542, 0.673)
C (-4.347, -1.586, 1.097)
C (-3.450, -4.115, 0.419)
C (-3.679, -4.776, 1.937)
C (-4.812, -4.363, -0.460)
H (6.277, -3.540, 2.444)
H (6.405, -1.615, 2.533)
H (7.152, -2.697, 3.912)
H (8.706, -3.856, 1.955)
H (9.109, -1.947, 2.249)
H (9.002, -2.941, -0.320)
H (8.197, -1.266, 0.056)
H (6.837, -3.281, -1.491)
H (6.368, -4.063, 0.179)
H (5.193, -1.569, -1.348)
H (6.024, -0.933, 0.234)
H (3.828, -3.397, 0.029)
H (4.388, -2.668, 1.688)
H (2.579, -1.016, 1.531)
H (3.601, -0.254, 0.046)
H (1.218, -2.538, -0.247)
H (2.607, -2.135, -1.556)
H (2.977, 0.480, -2.501)
H (2.482, 3.411, -3.049)
H (-0.620, 3.848, -3.964)
H (-2.258, 3.418, -3.137)
H (-1.998, 5.294, -1.747)
H (-0.258, 5.636, -2.407)
H (0.745, 3.941, -0.550)
H (-1.040, 3.584, 0.098)
H (-1.210, 6.323, 0.460)
H (0.763, 6.228, 0.512)
H (0.024, 5.697, 2.952)
H (0.207, 3.971, 2.204)
H (-1.418, 2.484, 2.157)
H (-1.865, 3.042, 3.902)
H (-4.292, 2.862, 3.460)
H (-4.086, 3.680, 1.748)
H (-3.760, 1.781, 2.008)
H (-3.101, 0.719, -0.145)
H (-2.897, 2.565, -0.489)
H (-3.340, 1.279, -3.233)
H (-5.587, 0.417, -0.912)
H (-5.939, 0.501, -2.764)
H (-4.768, -0.856, -2.181)
H (-4.921, 2.881, -3.192)
H (-2.803, -1.321, -1.357)
H (-1.558, -2.802, -1.026)
H (-2.338, -2.529, 1.621)
H (-4.039, -0.513, 1.462)
H (-5.101, -1.501, 0.207)
H (-4.944, -2.084, 1.999)
H (-2.538, -4.725, -0.036)
H (-3.453, -3.984, 2.801)
H (-4.777, -5.138, 2.117)
H (-2.938, -5.671, 2.137)
H (-5.637, -4.990, 0.120)
H (-4.518, -4.986, -1.433)
H (-5.338, -3.393, -0.850)

Entry 2:
Computed, not measured: 9 unconnected molecules or ions with the total composition C29H54O27, with ωB97M-V/def2-TZVPD.

## Properties
- gap between HOMO and LUMO (Eh) = 0.378
- relative energy (zero: lowest compared OMol25 entry of this formula, charge and spin) (kJ/mol) = 1206.3
- electronic energy (eV) = -86218.3451

Atoms and positions in Å:
C (7.295, 0.486, -2.592)
C (6.111, -0.410, -2.264)
C (6.365, -1.915, -1.985)
O (5.901, -2.180, -0.752)
C (5.535, -1.034, -0.181)
O (5.202, -0.909, 0.989)
O (5.589, 0.034, -1.037)
H (7.110, 0.608, -3.704)
H (8.313, 0.131, -2.623)
H (7.401, 1.447, -2.057)
H (5.297, -0.286, -2.986)
H (7.374, -2.237, -2.214)
H (5.808, -2.436, -2.719)
C (-2.538, -0.515, 1.124)
C (-3.378, -0.213, 2.426)
C (-3.180, 1.116, 3.199)
O (-4.495, 1.620, 3.252)
C (-5.287, 0.915, 2.544)
O (-6.481, 1.111, 2.457)
O (-4.684, 0.016, 1.891)
H (-1.499, -0.581, 1.299)
H (-2.720, 0.274, 0.365)
H (-3.128, -1.399, 0.612)
H (-3.398, -1.023, 3.115)
H (-2.510, 1.788, 2.582)
H (-2.667, 0.903, 4.113)
C (0.595, 2.290, 4.972)
O (1.594, 2.050, 4.073)
C (1.367, 1.287, 2.975)
O (0.078, 0.633, 2.723)
O (2.356, 1.131, 2.195)
C (2.337, 0.030, 1.257)
H (0.034, 3.035, 4.501)
H (1.154, 2.803, 5.806)
H (-0.178, 1.576, 5.308)
H (3.053, 0.212, 0.304)
H (1.377, 0.051, 0.718)
H (2.554, -0.869, 1.748)
C (-2.031, -5.787, 1.368)
O (-3.047, -5.649, 0.356)
C (-3.623, -4.453, 0.364)
O (-3.313, -3.559, 1.304)
O (-4.485, -4.248, -0.673)
C (-5.441, -3.201, -0.505)
H (-1.555, -6.725, 1.198)
H (-2.356, -5.867, 2.467)
H (-1.357, -4.980, 1.210)
H (-5.049, -2.284, -0.139)
H (-6.290, -3.442, 0.074)
H (-5.756, -2.983, -1.563)
C (4.609, -4.982, -0.179)
O (3.290, -4.930, 0.263)
C (2.493, -3.928, -0.157)
O (3.056, -2.853, -0.966)
O (1.238, -4.120, -0.008)
C (0.303, -3.258, -0.549)
H (4.998, -5.918, 0.175)
H (5.081, -4.139, 0.224)
H (4.521, -4.965, -1.283)
H (0.494, -2.369, 0.050)
H (-0.726, -3.549, -0.208)
H (0.533, -2.978, -1.578)
C (-2.787, -0.325, -2.644)
O (-1.495, 0.077, -2.065)
C (-0.333, -0.001, -2.703)
O (-0.292, -0.026, -4.133)
O (0.853, 0.063, -1.951)
C (2.044, -0.178, -2.626)
H (-3.466, -0.571, -1.848)
H (-2.753, -1.140, -3.352)
H (-3.175, 0.476, -3.256)
H (2.044, -1.224, -2.787)
H (2.892, 0.027, -1.979)
H (2.168, 0.334, -3.554)
C (-4.770, 2.294, -1.301)
O (-6.077, 2.115, -0.784)
C (-6.603, 0.953, -0.985)
O (-6.001, -0.072, -1.816)
O (-7.727, 0.939, -0.333)
C (-8.540, -0.215, -0.366)
H (-4.158, 1.707, -0.618)
H (-4.448, 3.301, -1.204)
H (-4.551, 1.793, -2.270)
H (-8.072, -1.074, 0.213)
H (-8.751, -0.390, -1.388)
H (-9.507, -0.083, 0.076)
C (4.844, 2.494, -3.654)
O (4.255, 2.253, -2.395)
C (4.640, 3.026, -1.332)
O (5.446, 4.156, -1.499)
O (3.990, 2.837, -0.150)
C (4.407, 3.527, 1.012)
H (4.474, 1.777, -4.347)
H (5.906, 2.502, -3.623)
H (4.592, 3.524, -4.027)
H (3.887, 4.512, 1.034)
H (5.448, 3.877, 1.041)
H (4.142, 2.887, 1.829)
C (0.383, 2.674, -0.145)
O (0.227, 3.385, 1.090)
C (-1.006, 3.690, 1.519)
O (-2.084, 3.541, 0.611)
O (-1.068, 4.235, 2.716)
C (-2.113, 4.955, 3.131)
H (0.524, 3.340, -0.939)
H (-0.495, 1.960, -0.389)
H (1.356, 2.202, -0.163)
H (-2.038, 5.542, 3.999)
H (-2.981, 4.406, 3.417)
H (-2.469, 5.537, 2.261)

Entry 3:
Computed, not measured: a molecular structure, C29H55BN8O7P2SSn, with ωB97M-V/def2-TZVPD.

## Properties
- gap between HOMO and LUMO (Eh) = 0.311
- relative energy (zero: lowest compared OMol25 entry of this formula, charge and spin) (kJ/mol) = 0.0
- electronic energy (eV) = -93150.4013

Atoms and positions in Å:
Sn (0.718, 1.174, -1.053)
C (-1.712, 3.862, -2.721)
C (-0.346, 4.202, -3.336)
C (-0.453, 5.417, -4.252)
C (0.196, 3.005, -4.065)
C (0.321, 2.803, -5.450)
C (0.731, 1.494, -5.584)
N (0.848, 0.961, -4.359)
N (0.530, 1.886, -3.418)
B (1.082, -0.522, -4.031)
N (2.389, -0.687, -3.216)
C (3.360, -1.581, -3.448)
C (4.328, -1.433, -2.476)
C (3.867, -0.392, -1.657)
N (2.690, 0.051, -2.111)
C (4.611, 0.218, -0.497)
C (5.681, 1.185, -1.029)
C (3.713, 0.937, 0.507)
N (-0.153, -1.075, -3.253)
C (-0.647, -2.320, -3.348)
C (-1.781, -2.399, -2.565)
C (-1.907, -1.125, -1.988)
N (-0.934, -0.323, -2.425)
C (-2.961, -0.610, -1.048)
C (-4.294, -1.320, -1.272)
C (-2.518, -0.752, 0.414)
H (-2.085, 4.698, -2.124)
H (-1.646, 2.980, -2.082)
H (-2.437, 3.644, -3.511)
H (0.343, 4.437, -2.529)
H (-1.202, 5.253, -5.034)
H (0.503, 5.635, -4.735)
H (-0.753, 6.296, -3.677)
H (0.129, 3.512, -6.240)
H (0.937, 0.907, -6.467)
H (1.199, -1.143, -5.058)
H (3.303, -2.256, -4.289)
H (5.247, -1.991, -2.370)
H (5.116, -0.606, 0.009)
H (5.200, 2.005, -1.571)
H (6.368, 0.680, -1.710)
H (6.260, 1.610, -0.203)
H (3.276, 1.832, 0.061)
H (4.298, 1.270, 1.367)
H (2.918, 0.282, 0.862)
H (-0.169, -3.059, -3.979)
H (-2.425, -3.257, -2.437)
H (-3.086, 0.453, -1.267)
H (-4.224, -2.370, -0.964)
H (-4.590, -1.293, -2.324)
H (-5.079, -0.849, -0.678)
H (-2.320, -1.805, 0.647)
H (-3.301, -0.387, 1.087)
H (-1.612, -0.181, 0.616)
C (1.334, 5.352, 2.867)
C (1.367, 4.117, 1.969)
O (2.631, 3.448, 2.047)
P (1.115, 4.549, 0.203)
O (1.794, 5.978, -0.035)
O (-0.410, 4.948, 0.045)
O (1.647, 3.543, -0.762)
P (0.079, 2.840, 2.396)
O (-1.165, 3.681, 2.999)
O (0.705, 1.954, 3.412)
O (-0.393, 2.299, 1.063)
H (2.247, 5.926, 2.714)
H (1.280, 5.050, 3.914)
H (0.477, 5.989, 2.637)
H (2.527, 2.728, 2.691)
H (2.568, 5.879, -0.617)
H (-0.967, 4.157, 0.252)
H (-1.111, 3.732, 3.970)
C (-3.570, -1.397, 3.755)
C (-2.344, -0.493, 3.871)
C (-1.125, -1.175, 4.493)
C (-0.581, -2.340, 3.680)
N (0.030, -1.865, 2.433)
C (0.338, -2.566, 1.333)
S (1.047, -1.836, -0.036)
N (0.040, -3.875, 1.257)
C (-0.295, -4.863, 2.281)
C (-1.745, -5.320, 2.190)
C (-2.075, -6.471, 3.142)
C (-1.422, -7.799, 2.753)
H (-4.436, -0.832, 3.402)
H (-3.827, -1.837, 4.725)
H (-3.410, -2.215, 3.046)
H (-2.589, 0.375, 4.486)
H (-2.078, -0.102, 2.885)
H (-1.380, -1.554, 5.487)
H (-0.337, -0.430, 4.621)
H (-1.395, -3.025, 3.439)
H (0.149, -2.887, 4.280)
H (0.302, -0.895, 2.398)
H (0.221, -4.235, 0.336)
H (-0.097, -4.458, 3.267)
H (0.377, -5.710, 2.149)
H (-1.956, -5.625, 1.159)
H (-2.392, -4.463, 2.404)
H (-3.159, -6.601, 3.163)
H (-1.774, -6.198, 4.159)
H (-1.685, -8.073, 1.726)
H (-1.756, -8.604, 3.411)
H (-0.332, -7.754, 2.819)

Entry 4:
Computed, not measured: a molecular structure, C29H55Cl2N2NbO3P2Si4, with ωB97M-V/def2-TZVPD.

## Properties
- gap between HOMO and LUMO (alpha / beta) (Eh) = 0.122 / 0.122
- electronic energy (eV) = -116769.3990

Atoms and positions in Å:
Nb (-2.147, 1.904, -0.950)
O (-1.116, 3.196, -2.292)
C (-1.305, 3.272, -3.783)
O (-3.341, 3.539, -0.839)
C (-4.789, 3.210, -1.016)
H (-2.378, 3.354, -3.937)
H (-0.898, 2.353, -4.199)
H (-0.772, 4.155, -4.160)
H (-5.276, 4.041, -1.540)
H (-5.158, 3.000, -0.002)
H (-4.820, 2.276, -1.609)
C (-1.283, 4.571, -1.630)
C (-2.717, 4.828, -1.187)
H (-1.000, 5.330, -2.356)
H (-0.576, 4.564, -0.799)
H (-3.328, 5.279, -1.958)
H (-2.706, 5.377, -0.248)
Cl (-3.136, 1.214, 0.972)
Cl (-3.043, 0.622, -2.562)
N (-0.116, -1.395, 2.333)
P (0.848, 2.463, 1.024)
P (-1.745, -2.613, -0.767)
C (-1.240, -3.841, 0.462)
C (-0.966, -2.299, -2.413)
C (1.495, 1.417, 2.356)
C (1.832, 2.645, -0.534)
Si (1.807, 1.797, -2.402)
H (2.869, 2.436, -0.213)
H (1.799, 3.723, -0.797)
C (3.555, 1.076, -2.272)
C (2.082, 3.243, -3.583)
Si (0.134, -0.857, -3.420)
H (-1.780, -2.448, -3.144)
H (-0.290, -3.169, -2.512)
C (-0.776, -0.699, -5.062)
C (1.630, -1.995, -3.622)
Si (-0.738, -2.949, 2.196)
H (-0.392, -4.422, 0.058)
H (-2.064, -4.547, 0.686)
C (0.598, -4.129, 2.834)
C (-2.347, -3.162, 3.174)
Si (0.373, -0.004, 3.213)
H (1.700, 2.091, 3.202)
H (2.449, 0.969, 2.046)
C (-3.497, -2.783, -1.152)
C (-3.874, -3.455, -2.325)
H (-3.133, -4.040, -2.871)
C (-5.176, -3.343, -2.816)
H (-5.415, -3.788, -3.778)
C (-6.144, -2.659, -2.078)
H (-7.185, -2.686, -2.397)
C (-5.765, -1.940, -0.933)
H (-6.478, -1.298, -0.414)
C (-4.471, -2.036, -0.438)
H (-4.199, -1.529, 0.490)
C (0.331, 4.067, 1.661)
C (-1.048, 4.255, 1.916)
H (-1.739, 3.433, 1.711)
C (-1.532, 5.459, 2.421)
H (-2.591, 5.592, 2.626)
C (-0.643, 6.504, 2.686)
H (-1.017, 7.418, 3.158)
C (0.708, 6.379, 2.344)
H (1.350, 7.252, 2.466)
C (1.204, 5.162, 1.871)
H (2.273, 5.022, 1.655)
H (-2.983, -2.267, 3.129)
H (-2.147, -3.388, 4.232)
H (-2.923, -3.997, 2.755)
H (1.206, -4.498, 2.011)
H (0.239, -5.009, 3.379)
H (1.248, -3.554, 3.512)
C (-1.099, 0.922, 3.935)
C (1.413, -0.284, 4.773)
H (-1.980, 0.846, 3.294)
H (-0.813, 1.979, 4.022)
H (-1.346, 0.530, 4.932)
H (2.479, -0.251, 4.552)
H (1.175, -1.245, 5.245)
H (1.230, 0.501, 5.527)
H (1.681, 4.208, -3.280)
H (1.660, 2.980, -4.558)
H (3.165, 3.350, -3.706)
H (3.606, 0.186, -1.635)
H (4.198, 1.871, -1.875)
H (3.861, 0.819, -3.293)
H (-1.243, -1.630, -5.382)
H (-0.010, -0.432, -5.800)
H (-1.530, 0.097, -5.079)
H (2.128, -2.122, -2.653)
H (2.321, -1.513, -4.324)
H (1.278, -2.959, -4.009)
N (0.879, 0.646, -3.203)
C (0.391, -0.086, -0.241)
O (-0.580, 0.860, -0.686)
H (0.278, -1.093, -0.699)
H (0.255, -0.287, 0.856)
H (1.435, 0.265, -0.427)

- The lowest electronic energy belongs to which entry?
  C29H55Cl2N2NbO3P2Si4

- Which value of electronic energy does entry 3 give?
  -93150.4013 eV